No. 1
{
  "formula": "C20H24N2O6",
  "method": "the ωB97M-V functional and the def2-TZVPD basis",
  "total_energy_ha": -1337.40733,
  "relative_energy_ev": 3.701,
  "smiles": "COC(=O)C1=C(C)NC(C)=C(C(=O)OCC(C)C)[C@@H]1c1ccccc1[N+](=O)[O-]",
  "homo_lumo_gap_ev": 7.9701,
  "homo_ev": -8.192,
  "symbols": ["C", "O", "C", "O", "C", "C", "C", "N", "C", "C", "C", "C", "O", "O", "C", "C", "C", "C", "C", "C", "C", "C", "C", "C", "C", "N", "O", "O", "H", "H", "H", "H", "H", "H", "H", "H", "H", "H", "H", "H", "H", "H", "H", "H", "H", "H", "H", "H", "H", "H", "H", "H"],
  "coordinates": [[-4.15824, -0.90607, 0.40031], [-2.90652, -0.25085, 0.31651], [-2.89426, 1.09144, 0.40880], [-3.90396, 1.75363, 0.52713], [-1.53018, 1.61678, 0.33642], [-1.29561, 2.94856, 0.33335], [-2.35302, 3.99689, 0.42240], [-0.00904, 3.41840, 0.24471], [1.10010, 2.60908, 0.23041], [2.40667, 3.32923, 0.23309], [0.96028, 1.26305, 0.22888], [2.13470, 0.38706, 0.24898], [3.28856, 0.75927, 0.26729], [1.78420, -0.91218, 0.23484], [2.82490, -1.87985, 0.32643], [3.16697, -2.28039, 1.78329], [2.24176, -1.60120, 2.79165], [4.62657, -1.95386, 2.09298], [-0.40776, 0.60054, 0.22353], [-0.57884, -0.17984, -1.06373], [-0.69114, 0.54195, -2.24755], [-0.82895, -0.08142, -3.47361], [-0.84134, -1.46507, -3.54985], [-0.70864, -2.20579, -2.39378], [-0.58342, -1.57340, -1.15933], [-0.41385, -2.44915, -0.02744], [-0.82934, -2.12121, 1.06147], [0.13874, -3.50867, -0.24641], [-4.90448, -0.23669, 0.83314], [-4.47644, -1.20752, -0.60083], [-4.01949, -1.78573, 1.02728], [-3.09202, 3.85702, -0.36315], [-2.88912, 3.90843, 1.36455], [-1.92343, 4.99404, 0.34430], [0.13438, 4.41642, 0.28007], [2.97660, 3.06802, 1.12217], [2.25894, 4.40710, 0.20417], [3.01106, 3.02268, -0.61727], [2.45164, -2.74231, -0.22932], [3.71205, -1.47955, -0.17382], [3.02366, -3.36136, 1.87102], [2.37626, -0.52123, 2.77185], [2.46926, -1.95530, 3.79449], [1.20039, -1.82819, 2.57402], [5.28967, -2.49934, 1.42481], [4.80743, -0.88835, 1.96722], [4.86732, -2.23157, 3.11629], [-0.47456, -0.08938, 1.07031], [-0.67330, 1.62068, -2.19497], [-0.92307, 0.51160, -4.37061], [-0.94782, -1.96173, -4.50222], [-0.70200, -3.28480, -2.42419]],
  "forces_ev_per_a": [[-0.48, -0.04, 0.07], [0.31, 0.23, 0.10], [-0.40, 0.27, 0.02], [0.00, -0.09, 0.00], [0.48, 0.11, 0.06], [-0.41, -0.50, 0.02], [-0.08, 0.11, -0.01], [0.06, 0.36, 0.00], [0.26, -0.55, 0.01], [0.12, 0.07, -0.01], [-0.42, 0.22, 0.10], [0.29, 0.23, -0.07], [0.05, -0.16, 0.08], [-0.19, 0.30, 0.08], [0.55, -0.42, -0.07], [-0.01, 0.29, -0.01], [-0.01, -0.25, -0.17], [-0.20, -0.13, -0.05], [0.04, 0.04, 0.27], [0.00, -0.44, 0.00], [-0.01, -0.18, 0.04], [0.02, -0.04, -0.01], [-0.04, 0.08, -0.01], [0.00, -0.12, 0.25], [-0.18, 0.75, -1.27], [-0.01, -0.35, 0.40], [-0.18, -0.05, 0.26], [0.20, -0.41, 0.04], [0.06, -0.16, -0.06], [0.03, 0.02, 0.08], [0.02, 0.03, -0.06], [-0.02, 0.05, 0.01], [-0.04, 0.05, 0.01], [0.06, 0.07, -0.01], [-0.03, -0.20, -0.01], [0.04, 0.04, 0.00], [-0.04, 0.09, -0.01], [0.03, 0.04, 0.01], [0.03, 0.16, 0.05], [-0.13, -0.10, 0.04], [-0.01, 0.04, -0.02], [0.01, 0.13, 0.05], [0.03, 0.00, 0.11], [-0.10, 0.03, 0.06], [0.15, -0.02, -0.05], [0.03, 0.11, -0.02], [0.09, -0.04, 0.12], [0.03, 0.22, -0.30], [0.01, 0.11, 0.03], [-0.01, 0.06, -0.09], [-0.01, -0.05, -0.05], [0.02, -0.02, -0.01]]
}

***

No. 2
{
  "formula": "C50H101BN2O17P",
  "method": "the ωB97M-V functional and the def2-TZVPD basis",
  "total_charge": 1,
  "total_energy_ha": -3720.45797,
  "homo_lumo_gap_ev": 8.3802,
  "homo_ev": -10.865,
  "symbols": ["C", "C", "C", "C", "C", "C", "P", "C", "C", "C", "N", "C", "C", "C", "C", "C", "C", "C", "C", "C", "C", "C", "C", "O", "C", "N", "B", "O", "O", "H", "H", "H", "H", "H", "H", "H", "H", "H", "H", "H", "H", "H", "H", "H", "H", "H", "H", "H", "H", "H", "H", "H", "H", "H", "H", "H", "H", "H", "H", "H", "H", "H", "H", "H", "H", "H", "H", "H", "H", "H", "H", "H", "H", "H", "O", "C", "O", "C", "C", "C", "H", "H", "H", "H", "H", "H", "H", "H", "O", "C", "O", "C", "C", "C", "H", "H", "H", "H", "H", "H", "H", "H", "O", "C", "O", "C", "C", "C", "H", "H", "H", "H", "H", "H", "H", "H", "O", "C", "O", "C", "C", "C", "H", "H", "H", "H", "H", "H", "H", "H", "O", "C", "O", "C", "C", "C", "H", "H", "H", "H", "H", "H", "H", "H", "O", "C", "O", "C", "C", "C", "H", "H", "H", "H", "H", "H", "H", "H", "O", "C", "O", "C", "C", "C", "H", "H", "H", "H", "H", "H", "H", "H"],
  "coordinates": [[1.79534, -1.85433, 0.58317], [1.38198, -3.22133, 1.13482], [2.47460, -4.29409, 1.17534], [2.63889, -5.19180, -0.07895], [2.22474, -4.55928, -1.36840], [3.04651, -3.86096, -2.20093], [4.85452, -3.60974, -2.10594], [5.25425, -3.02157, -3.81129], [5.23111, -2.25048, -0.91794], [6.71345, -1.88255, -1.08233], [2.18832, -3.43122, -3.23645], [0.97354, -3.92528, -3.07923], [-0.19163, -3.79317, -3.99197], [-1.11052, -2.51528, -3.98876], [-2.21350, -2.71187, -2.91452], [-3.65983, -2.26344, -3.33222], [-4.42050, -1.15593, -2.53136], [-4.79720, 0.08361, -3.36111], [-3.68078, 1.04691, -3.71612], [-4.20494, 2.15143, -4.65443], [-3.73228, 3.56148, -4.31565], [-2.23134, 3.72694, -4.19154], [-1.95182, 5.20808, -4.04556], [-0.64701, 5.50318, -3.62610], [-0.43487, 4.93374, -2.35379], [0.96455, -4.64541, -1.94353], [-0.20132, -5.42985, -1.41162], [-1.04953, -4.90764, -0.50332], [-0.40988, -6.69159, -1.88016], [1.75190, -1.84340, -0.50613], [2.75280, -1.52662, 0.94167], [1.05000, -1.13037, 0.90192], [0.48170, -3.54592, 0.62324], [1.09028, -3.05591, 2.16649], [2.19992, -4.96552, 1.98584], [3.41305, -3.84003, 1.47562], [2.12692, -6.13560, 0.09347], [3.69396, -5.42403, -0.21183], [6.20107, -2.50167, -3.81608], [4.46683, -2.43327, -4.25614], [5.36599, -3.92159, -4.41187], [5.12237, -2.65881, 0.08280], [4.61000, -1.36472, -1.01377], [7.30915, -2.78539, -0.95496], [6.93294, -1.41887, -2.03555], [7.01364, -1.21022, -0.28625], [2.44367, -2.87853, -4.03891], [0.19278, -3.92347, -4.99986], [-0.89262, -4.59214, -3.77303], [-1.59578, -2.47450, -4.95787], [-0.56915, -1.58985, -3.80790], [-2.31996, -3.77665, -2.71852], [-1.92823, -2.23774, -1.97654], [-3.62886, -1.98355, -4.38387], [-4.26712, -3.15804, -3.24638], [-3.92487, -0.85664, -1.60959], [-5.38398, -1.58267, -2.25510], [-5.48309, 0.70710, -2.78877], [-5.32131, -0.25453, -4.25360], [-3.28519, 1.43216, -2.77416], [-2.84963, 0.53744, -4.20515], [-3.85881, 1.90000, -5.65565], [-5.29196, 2.15141, -4.63390], [-4.16021, 4.29776, -4.99145], [-4.09616, 3.77890, -3.30936], [-1.94591, 3.15887, -3.31011], [-1.68332, 3.32417, -5.04455], [-2.66606, 5.69772, -3.37687], [-2.09358, 5.66516, -5.02411], [0.28488, 5.54066, -1.82859], [-0.07459, 3.90568, -2.46122], [-1.35152, 4.86390, -1.77779], [-1.50250, -5.60756, -0.02526], [0.37073, -7.07695, -2.28736], [4.02615, 0.83749, 0.99701], [4.01670, 0.73742, 2.19990], [5.14066, 0.99049, 2.87011], [5.20212, 1.07467, 4.30332], [5.40948, -0.28112, 4.93981], [2.79836, 0.24450, 2.93859], [4.32438, 1.58892, 4.69593], [6.05706, 1.71628, 4.50716], [4.57228, -0.95283, 4.74321], [5.52461, -0.18275, 6.01807], [6.30724, -0.75232, 4.54087], [2.83033, -0.83872, 2.98461], [1.91912, 0.55244, 2.38299], [2.70023, 0.63968, 3.94625], [8.57687, -1.88706, 7.01669], [8.98023, -0.87171, 7.50917], [8.32772, 0.27638, 7.23267], [8.58462, 1.51093, 7.90735], [9.71815, 2.28395, 7.26630], [10.23328, -0.82637, 8.35079], [8.75157, 1.34232, 8.97160], [7.65751, 2.07582, 7.82167], [10.66028, 1.73968, 7.32823], [9.84608, 3.24831, 7.75776], [9.50762, 2.45439, 6.21057], [11.09127, -0.69040, 7.69393], [10.33025, -1.78072, 8.86069], [10.23291, -0.04609, 9.10805], [-2.40637, 0.13462, 5.40470], [-3.15502, -0.77530, 5.17629], [-4.37693, -0.49661, 4.70132], [-5.26317, -1.49458, 4.18758], [-6.07252, -2.15811, 5.27581], [-2.79110, -2.21017, 5.48158], [-4.71816, -2.22434, 3.58384], [-5.91858, -0.95360, 3.50592], [-5.44081, -2.70484, 5.97385], [-6.78605, -2.86212, 4.84905], [-6.61909, -1.40983, 5.84932], [-3.06034, -2.42764, 6.51383], [-1.71487, -2.31631, 5.37058], [-3.26612, -2.93816, 4.82775], [1.20879, 9.77323, -3.00811], [0.53104, 9.59295, -3.98523], [0.10092, 10.66590, -4.66995], [-0.53952, 10.56837, -5.94513], [-2.03169, 10.34721, -5.81418], [0.09371, 8.20947, -4.40098], [-0.06198, 9.80426, -6.55963], [-0.34702, 11.52408, -6.42870], [-2.25503, 9.39931, -5.32324], [-2.50265, 10.34511, -6.79718], [-2.47744, 11.13995, -5.21419], [-0.82368, 7.95981, -3.87787], [0.86446, 7.50733, -4.10613], [-0.05532, 8.09512, -5.47298], [-7.25653, -4.76122, 7.04285], [-7.94429, -5.37644, 6.27641], [-7.52403, -5.51880, 5.00357], [-8.23919, -6.30787, 4.04365], [-9.29190, -5.47717, 3.34307], [-9.30426, -5.90168, 6.66648], [-8.65976, -7.20508, 4.49836], [-7.50418, -6.64324, 3.31492], [-10.05084, -5.11794, 4.03907], [-9.78298, -6.06650, 2.56937], [-8.83296, -4.60323, 2.87969], [-10.04245, -5.11807, 6.50178], [-9.28068, -6.14380, 7.72537], [-9.60447, -6.79772, 6.12860], [-7.71274, -8.01728, 0.50888], [-6.76640, -7.38787, 0.13540], [-6.39620, -6.30488, 0.85451], [-5.17552, -5.60484, 0.61976], [-5.30486, -4.51692, -0.42460], [-6.03399, -7.71196, -1.14485], [-4.37882, -6.31343, 0.38403], [-4.91925, -5.15109, 1.57685], [-5.57789, -4.92082, -1.40034], [-4.36075, -3.97746, -0.52606], [-6.08535, -3.81268, -0.13711], [-6.52905, -7.20154, -1.96997], [-6.09931, -8.78411, -1.30699], [-4.97977, -7.44304, -1.13456], [7.78676, 8.52950, -4.69767], [6.83021, 9.03365, -4.18040], [5.63217, 8.91964, -4.78525], [4.40326, 9.29717, -4.15636], [4.07710, 10.76279, -4.33388], [6.94343, 9.85623, -2.91717], [4.40352, 9.00676, -3.10498], [3.64365, 8.68938, -4.64671], [4.81995, 11.40353, -3.85794], [3.10414, 10.97831, -3.89584], [4.05539, 11.02231, -5.39298], [7.16962, 10.88589, -3.18981], [7.76805, 9.46005, -2.33084], [6.05354, 9.83803, -2.29250]],
  "forces_ev_per_a": [[-0.95, -0.47, -0.36], [0.41, 0.46, 0.18], [-0.69, -0.30, 0.01], [0.04, 0.49, -0.02], [0.90, -0.53, 0.35], [-0.69, 0.99, -0.47], [0.60, -0.85, 0.31], [-0.58, -0.59, 0.42], [0.07, 0.46, -0.51], [-0.20, -0.41, 0.36], [0.36, -0.21, 0.12], [-0.80, -0.06, 0.39], [-0.21, 0.79, -0.63], [-0.15, -0.82, 1.16], [-0.69, 0.61, -0.21], [0.43, 0.37, 0.50], [-0.13, 0.00, -0.71], [0.33, -0.11, 0.35], [0.07, -0.11, -0.18], [0.56, 0.15, 0.11], [-0.07, -0.56, 0.53], [-0.42, -0.02, -0.12], [0.12, 0.03, -0.60], [-0.08, -0.09, 0.27], [0.43, -0.41, -0.19], [0.01, 0.84, 0.03], [-0.44, -0.66, -0.10], [0.59, 0.25, -0.01], [0.34, 0.24, 0.34], [0.38, 0.05, -0.12], [0.48, 0.11, -0.09], [0.01, 0.21, 0.04], [-0.07, -0.23, -0.02], [-0.16, -0.03, 0.28], [0.18, -0.14, 0.14], [0.24, 0.10, -0.16], [-0.18, -0.13, -0.15], [0.13, -0.20, 0.05], [0.09, 0.22, 0.01], [0.01, 0.60, -0.21], [0.08, -0.04, -0.09], [-0.31, -0.11, 0.09], [-0.18, 0.08, 0.04], [0.23, -0.03, -0.21], [0.07, 0.08, -0.13], [-0.04, 0.24, 0.03], [0.15, 0.04, 0.03], [0.02, -0.19, -0.20], [0.23, -0.45, -0.20], [0.15, 0.06, -0.23], [0.15, 0.04, -0.18], [0.23, -0.10, 0.18], [0.06, 0.00, 0.11], [-0.15, 0.03, -0.15], [-0.16, -0.13, -0.27], [0.25, -0.08, 0.07], [0.03, -0.13, 0.33], [-0.43, -0.24, 0.09], [-0.09, 0.04, -0.18], [0.03, 0.26, 0.01], [0.15, -0.14, 0.00], [-0.29, 0.01, -0.27], [-0.15, -0.09, -0.17], [-0.10, 0.04, -0.18], [-0.39, 0.25, 0.01], [0.32, 0.04, 0.05], [0.03, 0.00, -0.10], [-0.17, -0.16, 0.23], [0.09, 0.16, -0.11], [0.29, 0.11, 0.20], [0.25, 0.08, 0.15], [-0.30, 0.27, 0.23], [-0.41, -0.06, 0.00], [-0.05, -0.17, -0.30], [-0.02, -0.10, 0.04], [-0.10, -0.22, -0.29], [0.26, 0.25, 0.08], [0.02, -0.09, 0.23], [-0.05, -0.14, -0.15], [-0.16, 0.58, 0.28], [-0.04, -0.03, -0.06], [0.03, 0.00, -0.11], [-0.06, 0.06, 0.05], [0.05, 0.00, 0.01], [0.06, 0.04, 0.08], [0.01, -0.14, 0.09], [-0.01, -0.09, -0.12], [0.09, -0.11, 0.05], [-0.09, -0.10, -0.07], [0.27, 0.04, -0.03], [-0.31, 0.03, -0.03], [0.15, 0.21, 0.04], [0.07, -0.11, -0.07], [-0.19, -0.03, 0.33], [0.03, -0.04, -0.01], [-0.05, -0.07, -0.03], [0.01, 0.02, 0.06], [-0.02, 0.01, 0.01], [-0.04, 0.04, 0.01], [0.01, 0.03, -0.01], [0.04, -0.07, -0.13], [0.06, 0.08, -0.11], [0.12, 0.01, -0.02], [0.11, -0.10, 0.24], [-0.12, 0.20, -0.29], [-0.23, -0.14, -0.01], [0.04, 0.04, 0.16], [0.17, -0.09, -0.34], [0.08, 0.02, 0.04], [0.04, 0.07, 0.02], [-0.05, -0.10, -0.03], [0.02, -0.04, 0.00], [-0.03, 0.02, -0.05], [-0.04, -0.02, 0.01], [0.03, 0.10, 0.14], [-0.12, 0.00, 0.12], [0.04, 0.01, 0.02], [-0.15, -0.23, 0.16], [0.16, 0.23, -0.10], [-0.18, -0.02, -0.14], [-0.01, -0.07, 0.14], [0.40, 0.25, -0.38], [0.00, -0.04, 0.05], [0.05, 0.04, 0.07], [0.02, -0.03, -0.06], [0.01, 0.01, -0.01], [0.01, 0.04, -0.04], [-0.05, -0.03, 0.03], [-0.05, -0.03, 0.19], [-0.16, 0.03, 0.04], [0.18, 0.00, 0.05], [-0.32, 0.23, 0.00], [0.26, -0.22, -0.02], [-0.20, -0.01, -0.32], [-0.10, 0.06, 0.07], [0.10, -0.40, 0.12], [0.04, 0.08, 0.04], [0.13, 0.07, 0.08], [-0.03, -0.06, 0.00], [0.02, -0.01, -0.03], [0.03, -0.04, -0.05], [-0.01, 0.00, -0.02], [0.01, 0.16, 0.04], [-0.08, 0.12, -0.03], [-0.06, -0.05, 0.07], [-0.13, -0.01, -0.24], [0.11, 0.16, 0.19], [0.18, 0.12, 0.06], [-0.17, -0.07, -0.16], [0.27, -0.20, 0.15], [0.01, 0.02, -0.04], [-0.08, -0.08, 0.07], [0.06, -0.04, -0.02], [-0.01, 0.03, 0.03], [0.05, 0.04, 0.04], [0.00, 0.03, -0.01], [-0.15, 0.01, -0.03], [-0.07, 0.10, -0.07], [0.10, -0.08, -0.06], [-0.02, 0.24, 0.07], [-0.02, -0.19, -0.10], [-0.22, 0.12, 0.12], [0.15, 0.13, -0.07], [-0.08, -0.28, 0.24], [0.01, 0.01, -0.01], [0.06, -0.04, -0.03], [-0.01, -0.02, 0.05], [-0.01, 0.00, 0.02], [-0.02, -0.04, -0.02], [-0.02, 0.03, -0.01], [0.11, 0.05, -0.11], [-0.03, 0.12, -0.09]]
}